Density functional theory data (wB97M-V/def2-TZVPD) for a structure of composition C40H66ClF15O13Si2.

Geometry (Å):
C1 2.679 3.631 2.360
C2 1.520 3.913 1.398
O1 0.342 4.171 2.154
C3 -0.666 3.189 2.006
C4 -0.179 1.755 2.354
Si1 -1.625 0.570 2.612
O2 -1.162 -0.965 3.127
Si2 0.064 -1.019 4.267
C5 1.685 -1.054 3.296
C6 1.684 -2.371 2.419
C7 1.789 -2.069 0.892
C8 0.487 -2.585 0.240
C9 2.940 -2.909 0.323
C10 4.296 -2.257 0.709
C11 4.601 -1.069 -0.179
C12 4.927 0.148 0.261
C13 4.157 0.943 1.299
C14 6.153 0.853 -0.344
C15 -0.108 -2.639 5.259
C16 0.812 -2.634 6.434
O3 1.209 -1.684 6.936
Cl1 1.284 -4.221 7.099
C17 -2.461 0.310 0.929
C18 -3.258 1.567 0.458
C19 -3.431 -0.930 1.052
C20 -3.271 -1.927 -0.138
H1 2.622 2.643 2.808
H2 3.639 3.808 1.874
H3 2.591 4.367 3.157
H4 1.765 4.841 0.875
H5 1.395 3.137 0.641
H6 -1.113 3.245 1.012
H7 -1.434 3.435 2.741
H8 0.393 1.417 1.485
H9 0.486 1.876 3.211
H10 -2.640 1.180 3.500
H11 -0.023 0.162 5.146
H12 1.663 -0.239 2.578
H13 2.553 -0.997 3.952
H14 0.742 -2.888 2.589
H15 2.560 -2.944 2.716
H16 1.906 -1.012 0.671
H17 0.530 -2.345 -0.827
H18 -0.381 -2.060 0.640
H19 0.394 -3.664 0.351
H20 2.875 -3.933 0.699
H21 2.875 -2.960 -0.767
H22 4.320 -1.930 1.748
H23 5.083 -2.986 0.510
H24 4.563 -1.220 -1.257
H25 3.110 0.664 1.312
H26 4.188 1.983 0.973
H27 4.609 0.862 2.292
H28 6.430 1.654 0.335
H29 6.934 0.112 -0.446
H30 5.857 1.227 -1.330
H31 -1.145 -2.667 5.606
H32 0.028 -3.518 4.636
H33 -1.676 0.002 0.233
H34 -2.627 2.134 -0.230
H35 -3.527 2.203 1.301
H36 -4.146 1.297 -0.110
H37 -4.434 -0.513 1.020
H38 -3.342 -1.441 2.011
H39 -4.228 -1.982 -0.653
H40 -3.044 -2.931 0.216
H41 -2.533 -1.581 -0.858
C21 12.560 2.366 -1.515
C22 11.436 3.012 -2.298
O4 10.794 2.060 -3.164
C23 9.887 1.271 -2.597
O5 9.568 1.282 -1.445
C24 9.264 0.351 -3.655
F1 10.197 -0.188 -4.458
F2 8.405 1.037 -4.432
F3 8.588 -0.652 -3.089
H42 13.267 1.883 -2.191
H43 13.090 3.112 -0.923
H44 12.179 1.598 -0.843
H45 11.833 3.790 -2.947
H46 10.705 3.480 -1.639
C25 1.328 0.079 9.266
C26 1.577 1.316 8.434
O6 1.229 2.514 9.159
C27 2.137 2.965 10.015
O7 3.203 2.472 10.238
C28 1.634 4.262 10.665
F4 0.352 4.161 11.055
F5 1.715 5.289 9.799
F6 2.360 4.581 11.741
H47 0.296 0.057 9.621
H48 1.521 -0.816 8.670
H49 1.972 0.060 10.147
H50 0.939 1.304 7.552
H51 2.609 1.369 8.091
C29 -7.743 -1.112 -5.121
C30 -8.044 -1.792 -3.803
O8 -7.209 -1.273 -2.751
C31 -7.590 -0.132 -2.196
O9 -8.555 0.514 -2.481
C32 -6.599 0.224 -1.081
F7 -5.327 0.048 -1.489
F8 -6.789 -0.552 0.002
F9 -6.724 1.492 -0.679
H52 -6.681 -1.194 -5.359
H53 -8.321 -1.566 -5.925
H54 -7.982 -0.053 -5.081
H55 -7.817 -2.855 -3.871
H56 -9.096 -1.701 -3.533
C33 -6.405 4.048 -8.205
C34 -7.870 3.692 -8.344
O10 -8.034 2.416 -8.991
C35 -7.893 1.347 -8.217
O11 -7.639 1.355 -7.048
C36 -8.144 0.076 -9.042
F10 -7.517 0.122 -10.229
F11 -9.458 -0.081 -9.281
F12 -7.714 -1.014 -8.400
H57 -5.910 4.012 -9.176
H58 -6.295 5.049 -7.788
H59 -5.890 3.343 -7.552
H60 -8.372 4.419 -8.981
H61 -8.379 3.698 -7.381
C37 0.113 -4.778 -3.205
C38 -0.801 -5.200 -4.337
O12 -2.160 -5.333 -3.882
C39 -2.858 -4.205 -3.795
O13 -2.458 -3.109 -4.054
C40 -4.291 -4.515 -3.339
F13 -4.314 -5.387 -2.317
F14 -5.010 -5.058 -4.341
F15 -4.921 -3.410 -2.940
H62 0.024 -5.469 -2.366
H63 1.149 -4.758 -3.540
H64 -0.151 -3.786 -2.837
H65 -0.510 -6.182 -4.705
H66 -0.748 -4.508 -5.177

Properties
total charge = 0
LUMO energy = 0.5 eV
HOMO level = -7.786 eV
frontier orbital gap = 8.3294 eV

Mulliken atomic charge list, values in e, 5 entries: -1.02 -0.23 -0.45 -0.70 0.06